2 unconnected molecules or ions with the total composition C27H26N6 at a distorted geometry, computed with the ωB97M-V functional and the def2-TZVPD basis.

As for the relative energy (zero: lowest compared OMol25 entry of this formula, charge and spin): 0.00 kcal per mole. As for the net charge: 0. For the HOMO energy, the calculation gives -6.3 eV. The calculation puts the frontier orbital gap at 4.08 eV.

Geometry as XYZ:
```
59
Properties=species:S:1:pos:R:3:forces:R:3
N 1.7737 -3.1923 2.4755 0.6678 -1.1971 -1.1587
C 1.2952 -2.2731 3.2848 -0.7654 -0.3196 3.4317
N -4.0747 0.3758 -1.2134 0.4252 0.2039 -0.1026
H -5.2436 -1.3264 -1.2335 0.1890 0.0983 -0.0862
H -5.6623 2.7796 0.5613 0.0315 -0.0291 0.0087
C -1.7704 0.1963 -1.9518 0.8499 0.5525 0.0452
C -5.2093 1.1254 -0.7190 -0.3630 0.4652 0.0248
N 0.9187 -0.9711 3.0965 -0.2307 0.1251 0.2261
C 5.9797 1.6562 -1.5254 0.2958 0.1137 -0.2892
C -4.4414 -0.8769 -1.8317 -0.0657 -0.5755 -0.4792
C -4.7953 2.1713 0.2996 0.0170 -0.1518 0.1972
C 2.5304 0.6003 -0.7881 0.6456 0.0293 -0.1097
C 2.3232 1.9218 -1.3372 0.4653 0.2564 0.0548
H -1.1515 3.8148 -0.6473 -0.1041 -0.3064 -0.0149
C 3.6137 2.4164 -1.6836 -0.1311 -0.9889 1.1214
H -3.2598 3.6533 0.5593 -0.0726 -0.0349 -0.1596
H 3.9235 -2.5100 1.0124 -0.0328 0.1173 -0.3296
C -0.2028 2.0337 -1.4330 0.1766 0.2061 0.2308
H 1.4977 -2.1777 0.7544 0.4989 0.2829 0.2351
C 0.4774 -0.5579 4.3326 1.1736 -3.5671 -0.0669
H 1.2346 -4.2462 6.1637 0.1018 -0.2360 -0.0769
H -5.7354 1.5981 -1.5689 0.1130 -0.0527 0.1817
H 6.2435 1.7967 -2.5805 -0.1018 -0.1267 0.1860
C 4.4687 -0.7876 -0.2171 -0.4830 -0.4850 0.4709
H -3.5530 -2.7075 -2.5152 0.0360 0.1180 0.0953
H -2.2407 -1.0150 -3.6240 0.0764 -0.0610 0.0999
N 4.5488 1.4691 -1.3721 -1.0014 0.9843 -0.6263
C -3.6813 3.0464 -0.2492 -0.3441 0.5818 -0.0506
H 6.3181 2.5435 -0.9776 -0.1340 -0.2628 0.0139
H 0.6137 -0.0049 0.0257 0.2884 -0.2571 -0.1136
H -4.0963 3.7450 -0.9896 -0.0096 -0.0500 0.1276
H 1.1443 3.6667 -1.1015 -0.1497 0.1958 -0.1565
H -1.1715 -1.7902 -2.4498 -0.0988 0.1040 -0.0774
H -3.0063 -2.1894 -0.9195 -0.0668 0.0874 -0.1295
C -3.2653 -1.8327 -1.9244 0.1573 -0.0658 0.2453
H -4.8699 -0.6916 -2.8356 0.1444 0.0011 0.2210
H 3.8747 3.3835 -2.0996 0.1098 -0.2665 0.0354
C -2.0528 -1.1483 -2.5491 0.0168 -0.3150 -0.3694
C 3.5720 -1.6505 0.4432 0.2761 0.2591 -0.9262
H 6.5019 0.7753 -1.1507 -0.1045 0.1770 -0.0223
C 2.1888 -1.4324 0.3768 -0.4410 0.5328 -0.1784
C 1.3872 -3.9357 5.1344 -0.3322 1.4869 -0.6210
C -1.3254 2.7927 -0.9964 -0.0090 -0.3099 0.2193
C 3.9254 0.3362 -0.8278 -0.8452 0.2428 0.2781
H 2.4738 -5.1392 2.2783 -0.0753 0.0661 0.1193
H 0.0982 0.4433 4.5229 0.1221 -0.2712 -0.0330
H 5.5288 -1.0009 -0.2571 0.0198 0.0618 0.2428
C -2.8459 0.9351 -1.3709 0.0480 0.0491 0.4656
H 0.3240 0.1148 -2.3306 -0.1452 0.1588 0.0190
H -4.4595 1.6764 1.2189 -0.0283 -0.0043 -0.1639
C -2.5890 2.2552 -0.8926 0.5232 0.0534 -0.1062
C 1.6613 -0.2497 -0.1302 0.4501 -0.7687 0.0395
C 1.0972 2.5985 -1.2736 -0.4390 -0.3764 -1.0282
C 2.0642 -4.4103 2.9743 -0.6538 1.5221 0.5184
C 1.0597 -2.6355 4.7287 0.3088 1.0130 -2.4188
H -5.9145 0.4128 -0.2738 0.1865 0.1404 -0.0569
N 0.5541 -1.5274 5.3082 -0.7258 1.8355 0.4732
C -0.4874 0.7290 -1.9466 -0.7191 -0.0900 0.1014
N 1.8890 -4.7826 4.2368 0.2579 -0.9520 0.2225
```
Forces are in eV/Å.

Atomic partial charges in e from the Löwdin method, atoms 1 to 2: 0.0536 -0.3471


A molecular structure, C27H26NO4RuSi2 at a distorted geometry, computed with the ωB97M-V functional and the def2-TZVPD basis.

As for the relative energy (zero: lowest compared OMol25 entry of this formula, charge and spin): 16.05 kcal per mole. As for the net charge: -1. For the HOMO energy (spin up / spin down), the calculation gives -4.0 / -5.5 eV. The calculation puts the frontier orbital gap (spin up / spin down) at 6.62 / 6.05 eV. Its multiplicity is 5. The expectation value of S² is 6.04.

Geometry as XYZ:
```
61
Properties=species:S:1:pos:R:3:forces:R:3
H -1.8418 4.4403 -2.7281 0.0132 -0.0164 0.0044
C 0.0680 -0.0673 -5.5014 -0.1578 0.0252 -0.1409
H 2.3871 1.9661 -4.5321 0.0303 -0.0576 0.0014
C -0.7880 3.3620 -1.2103 -0.0302 -0.0103 -0.1403
H 2.8839 -2.2087 -3.6483 -0.0172 -0.0069 -0.0465
C 0.3111 -4.5466 1.9148 -0.0502 -0.0329 0.0630
H -1.7797 3.0615 2.0129 -0.0152 0.0195 0.0021
H -0.0026 3.0307 -1.8790 -0.0097 0.0157 -0.0078
H -1.7219 -2.0517 2.9560 0.0370 -0.0414 0.0031
C -1.1041 -5.2880 3.7155 0.0120 0.0248 -0.0322
N -4.7804 6.0329 -1.7234 0.0032 0.0185 -0.0131
O -3.6430 0.3296 3.2001 -0.3472 -0.0097 0.0775
C -3.9268 5.3650 -1.3345 0.1885 -0.1875 0.1059
H 4.4813 0.9390 1.4472 -0.0139 -0.0061 0.0051
H 3.5862 0.8572 -3.8537 -0.0400 0.0104 -0.0449
C -1.8221 4.1359 -1.6892 0.0610 -0.0166 -0.0775
C -2.8794 0.2695 2.2954 0.8885 0.1424 0.4109
H 1.0891 -4.7609 1.1892 -0.0190 0.0014 0.0240
H 1.2742 2.1650 0.0687 0.0543 0.0223 -0.0372
H 1.9274 0.6704 4.8759 0.0027 -0.0054 -0.0033
H 1.3805 -2.7764 -4.3796 0.0478 0.0233 0.0079
H -0.6828 -0.8551 -5.3987 0.0166 0.0441 -0.0178
C 2.1628 -2.0156 -4.4468 0.0864 -0.1941 -0.0473
O -1.6443 0.2618 2.1429 -0.5036 0.0088 0.1556
H -3.6372 4.4393 1.1554 0.0254 -0.0181 0.0088
C -2.8575 4.5363 -0.8414 -0.1666 0.1252 -0.0336
H 0.5083 2.1490 1.7081 0.0312 0.0695 0.0317
C -1.6789 -4.0250 3.7732 0.0411 0.0062 -0.0438
H 0.4444 -0.0792 -6.5288 -0.0261 -0.0124 0.0341
H 1.2948 -2.6633 -0.1221 -0.0715 -0.0227 -0.1065
O -2.8577 0.2160 -0.2595 0.0514 0.0701 0.3390
C -0.7375 2.9555 0.1355 0.2294 -0.0256 0.1435
C 0.7709 -0.1097 -2.5932 -0.0532 0.0959 0.2165
C -0.2467 -3.2662 1.9624 -0.2150 0.0072 0.0606
H 0.4270 -0.8356 3.6474 0.0212 -0.0008 -0.0112
C -1.2563 -3.0289 2.9018 0.0028 -0.0711 0.0112
C -3.7211 0.1136 0.5999 -0.2586 -0.0585 -1.0508
Si 0.4109 -1.9252 0.8178 0.3375 0.3895 0.0053
C 3.3038 0.8992 3.2435 -0.0227 -0.0107 -0.0067
H 0.3393 -6.5336 2.7277 -0.0075 0.0102 0.0013
H -2.4608 -3.8148 4.4930 0.0040 -0.0004 -0.0085
H 2.9675 -0.5604 0.2060 -0.0001 0.0084 0.0411
C -0.1098 -5.5486 2.7816 0.0064 0.0431 -0.0222
H 3.9608 1.5693 3.7853 -0.0094 -0.0053 -0.0053
C 1.3187 -0.4595 3.1574 0.0320 0.0221 0.0137
C -2.8335 4.1349 0.4964 -0.0235 -0.0112 0.0602
H 2.6728 -2.1288 -5.4089 -0.0296 -0.0208 0.0428
C -1.7934 3.3640 0.9722 -0.0716 0.0333 0.0492
C 0.3502 2.1158 0.6312 -0.4529 -0.0483 -0.0052
Ru -0.5586 0.1786 0.3075 0.1377 -0.1860 -0.4491
Si 1.4363 -0.3082 -4.2593 -0.0145 -0.0287 -0.0086
C 0.2884 -0.0025 -1.4722 -0.0359 -0.1715 0.1513
O -4.8907 -0.0598 0.7290 -0.0289 0.0191 0.3040
C 2.7781 0.9461 -4.5851 0.1583 0.1738 -0.0054
H 3.2006 0.7930 -5.5832 0.0052 0.0352 0.0416
C 3.5958 0.5443 1.9320 -0.0414 -0.0155 -0.0119
C 2.1632 0.3936 3.8551 -0.0055 -0.0001 -0.0439
C 1.5914 -0.8298 1.8357 0.2207 -0.1851 0.0478
H -1.4341 -6.0676 4.3914 0.0036 0.0013 -0.0035
H -0.4311 0.8892 -5.3261 0.0133 -0.0354 -0.0366
C 2.7471 -0.3077 1.2394 -0.0245 0.0463 -0.0031
```
Forces are in eV/Å.

Atomic partial charges in e from the Löwdin method, atoms 1 to 2: 0.1128 -0.1955


4 unconnected molecules or ions with the total composition C27H27BN3O4P at a distorted geometry, computed with the ωB97M-V functional and the def2-TZVPD basis.

As for the net charge: 0. For the HOMO energy, the calculation gives -8.2 eV. The SMILES is CB(O)c1c(P(C)O)ccc2c1C(=O)C=CC2=O.c1ccncc1.c1ccncc1.c1ccncc1. The calculation puts the frontier orbital gap at 7.26 eV.

Geometry as XYZ:
```
63
Properties=species:S:1:pos:R:3:forces:R:3
H 4.8705 6.2256 2.5840 0.0015 -0.0139 -0.0258
H 1.2682 3.0171 3.2784 -0.0411 0.0579 0.0673
B 0.4080 -0.2616 -0.5913 -1.8570 -1.4427 -0.3971
H 1.6605 4.7526 5.0190 -0.0128 -0.0263 -0.0114
C -2.5057 -3.6707 2.5211 0.0062 -0.0347 0.0441
C 0.9425 0.8823 -1.5388 0.6673 0.7189 0.5087
H -0.3641 5.2304 -0.6740 -0.0997 -0.0828 0.0751
C -5.4822 -3.5421 -0.5797 -0.1639 -0.1036 -0.0138
C 0.6877 3.0096 -2.6417 -0.9946 1.5990 -0.0864
O -0.9481 -0.1063 -0.1867 0.7416 0.3412 -0.6603
C 2.0285 0.7208 -2.3925 0.5188 -1.8225 -0.2817
C 0.3522 2.1570 -1.6209 0.0848 -0.9409 1.7790
O -0.4830 2.1589 1.1831 0.7914 -0.2763 -0.8817
P -0.7823 2.7966 -0.3259 -1.5646 0.8278 0.6428
H 3.5061 6.3949 4.6666 -0.0016 -0.0046 -0.0058
C 4.0608 5.5355 2.7776 -0.0290 -0.0116 0.0132
H 4.6921 -1.6601 -2.8568 -0.1692 -0.0750 0.1348
C 0.8212 -1.7953 -0.5161 0.7912 0.4263 -0.3759
C 2.3546 1.5768 -3.4267 0.8603 -1.0080 -0.0798
H -4.7993 -5.2349 -1.7187 0.0595 -0.0085 0.0119
O 3.3192 -0.6046 -0.9459 -0.7485 -0.2624 -0.5885
H 4.3230 4.4277 0.9496 0.0398 0.0467 0.0197
C -4.6332 -4.2007 -1.4523 -0.1064 0.0401 -0.0785
H -2.0353 -3.9516 4.5983 0.0006 -0.0053 -0.0053
H -2.8664 -3.9758 -2.6612 -0.0311 -0.0583 0.0134
H 1.8405 3.3908 -4.4063 0.0135 0.0526 0.0576
H -0.2205 4.7569 1.0428 -0.3863 -0.1324 -0.0908
C 2.0587 3.7507 3.1613 -0.0103 -0.1349 -0.1108
H 0.1855 3.9712 -2.6961 0.0155 -0.0132 -0.0002
H 0.4474 1.8937 1.2489 0.0239 0.1362 0.3066
H -1.9952 -6.4389 4.3871 0.0013 -0.0192 -0.0177
N 2.7771 3.6474 2.0419 -0.0627 0.0945 0.1578
C -2.4595 -6.3713 2.2907 -0.0280 -0.0579 -0.1236
H -1.3757 -0.2168 -1.0541 -0.6258 0.0769 0.3081
C -2.2295 -4.4293 3.6461 0.0055 0.0357 0.0727
C -3.5596 -3.4995 -1.9767 0.1383 0.1050 -0.1650
C 2.2772 4.7161 4.1315 0.0243 0.0041 -0.0207
C 3.0235 -0.3785 -2.1158 1.9334 0.7330 1.8737
H 1.0727 4.3981 -0.0608 -0.0877 0.0216 -0.0469
C 4.2926 -0.0109 -4.1268 0.0511 -0.1529 0.2522
C 1.6227 2.7251 -3.5813 0.4727 0.2848 -0.9221
H 1.6097 -1.9910 0.2145 -0.0425 -0.1939 -0.1281
H -2.4484 -7.4475 2.1547 0.0126 -0.0077 0.0673
H -0.0274 -2.4638 -0.3758 -0.1282 0.3112 0.3568
C 4.0695 -0.8082 -3.0895 -1.1288 0.3568 -0.4814
C 3.3019 5.6261 3.9322 0.0150 0.0704 0.0624
C -2.2059 -5.8102 3.5327 -0.0016 0.0247 -0.0201
H -3.8902 -0.5716 -0.6305 -0.0514 0.0002 0.0750
O 3.7222 1.9057 -5.3236 -0.0438 -0.0196 0.4674
H 1.2241 -2.0556 -1.5056 0.1986 -0.1110 0.2306
C 3.7569 4.5339 1.8688 -0.0094 -0.1350 -0.1541
H -2.9710 -3.7834 0.4244 0.0816 0.1284 0.0578
C -4.1284 -1.6077 -0.8460 0.2061 0.1079 -0.1052
C 3.4896 1.2248 -4.3379 -0.0713 0.2405 -1.2766
H -2.5330 -2.5902 2.5652 0.0105 0.0002 -0.0507
H -5.8685 -1.6698 0.4121 0.0230 0.0241 -0.0048
H -6.3309 -4.0576 -0.1482 0.0144 0.0001 0.0120
C -5.2295 -2.2181 -0.2664 0.0301 -0.0113 -0.0280
C -0.0203 4.4561 0.0148 0.8302 -0.0956 -0.5404
N -3.2954 -2.2237 -1.6894 -0.1579 0.0079 0.1444
C -2.7488 -4.3325 1.3268 0.0568 -0.0933 -0.0144
H 5.0995 -0.2441 -4.8112 -0.0722 0.4205 -0.1527
N -2.7289 -5.6589 1.1970 0.0058 0.0603 0.1334
```
Forces are in eV/Å.

Atomic partial charges in e from the Löwdin method, atoms 1 to 2: 0.1013 0.0980


A molecular structure, C27H27FN7Pt, computed with the ωB97M-V functional and the def2-TZVPD basis.

As for the relative energy (zero: lowest compared OMol25 entry of this formula, charge and spin): 6.44 kcal per mole. As for the net charge: +1. For the HOMO energy, the calculation gives -10.2 eV. The calculation puts the frontier orbital gap at 8.02 eV.

Geometry as XYZ:
```
63
Properties=species:S:1:pos:R:3:forces:R:3
H -3.1587 5.2764 -0.0221 -0.0009 -0.0019 0.0031
C -3.6687 3.7609 -1.4626 0.0004 0.0172 -0.0047
N -1.2932 1.3569 0.9171 0.3054 0.4701 -0.0763
H 0.4290 1.6659 -4.9761 0.0038 0.0014 0.0000
H -0.2248 0.5877 -2.8328 0.0273 -0.0026 -0.0007
H -0.4335 1.6422 3.7418 -0.0025 -0.0148 -0.0048
H 3.5250 3.2942 -0.1690 0.0085 -0.0291 -0.0116
H -0.2364 -6.0402 -0.9579 0.0015 -0.0005 -0.0065
Pt -0.0558 -0.2671 0.2266 -0.1805 -0.6720 0.5687
H -4.2825 4.4261 -2.0544 -0.0027 -0.0020 0.0025
H 0.6772 -1.4795 -1.8504 0.0656 -0.0452 -0.0332
C 0.9700 1.8944 -4.0680 0.0105 0.0063 -0.0017
C 2.7515 3.1534 -2.9936 0.0016 -0.0074 -0.0046
C -0.9085 2.2758 1.7715 0.0180 -0.0802 0.0783
N -2.4489 -3.1409 2.2500 0.0062 -0.0344 -0.0263
N 1.1781 1.2008 -0.4230 0.0189 -0.2678 -0.3828
C 2.0340 2.8101 -4.1215 -0.0076 -0.0113 0.0090
C 1.6406 -5.7180 0.0050 0.0149 -0.0186 0.0106
C -2.2672 3.3430 0.3836 -0.0218 -0.0395 -0.0093
C 1.3322 1.6108 -1.7496 -0.0719 0.1065 0.0350
H -0.0991 -4.3093 2.6591 0.0144 -0.0009 -0.0342
C -3.5161 2.4269 -1.8713 0.0072 -0.0151 0.0057
N -1.4800 3.4767 1.5165 -0.0119 0.0279 -0.0157
H 0.8577 -3.0480 1.8799 0.0592 0.0230 -0.0613
N 1.1838 1.2319 2.5221 0.0746 0.0442 -0.0173
F 1.8007 -7.0288 0.2788 -0.0046 0.0200 -0.0055
H 2.1276 -1.1232 -0.9319 -0.0885 0.0238 0.0283
H -1.3372 4.3161 2.0519 -0.0098 -0.0047 0.0080
H -2.6036 -3.9277 2.8571 -0.0039 0.0049 -0.0097
H 2.5466 2.8102 2.1015 -0.0012 -0.0234 0.0235
C -2.7388 -1.4471 0.9330 0.0341 -0.0477 -0.0768
C 0.0010 -3.2340 2.5137 0.0589 0.1278 0.0672
H -2.6111 0.5116 -1.4769 0.0129 0.0081 -0.0134
C 0.5996 1.2860 -2.8871 0.0258 -0.0619 -0.0116
C 2.4440 -3.4826 0.1024 -0.0377 -0.0043 -0.0426
H -4.0148 2.0947 -2.7716 0.0038 -0.0027 -0.0010
N 2.8144 2.6639 -0.5003 0.0004 0.0565 0.0090
C 2.0684 1.8498 0.2830 -0.0315 0.1498 0.2857
H 3.2125 -2.7737 0.3902 0.0070 -0.0013 -0.0103
C 0.3427 -3.9567 -0.9323 -0.0608 0.0211 0.1627
H 3.5622 3.8682 -3.0333 -0.0014 -0.0004 -0.0019
N -1.3739 -1.6320 1.1045 -0.0233 0.0820 -0.4507
C -1.2304 -2.6709 1.9126 0.0050 0.0683 0.1063
C 2.3702 2.5356 -1.8081 -0.0052 0.0276 0.0099
H -0.5447 -3.6218 -1.4576 -0.0019 0.0011 -0.0054
C -3.4151 -2.3812 1.6377 0.0120 0.0002 -0.0264
C -2.7443 1.5360 -1.1538 0.0158 0.0257 0.0242
H -4.4667 -2.5740 1.7454 0.0048 -0.0054 0.0034
C 1.2965 -3.0167 -0.5416 -0.0167 -0.0238 -0.0154
H 0.1810 -2.7719 3.4872 -0.0043 -0.0185 0.0063
C 1.1273 -1.5668 -0.8537 0.0625 0.1763 -0.1077
H 3.5175 -5.1946 0.8757 -0.0006 -0.0003 -0.0017
H 2.2923 3.2619 -5.0694 -0.0021 0.0003 0.0009
C -3.0471 4.2455 -0.3299 0.0019 0.0167 0.0017
C 2.2894 1.7896 1.7765 -0.1470 -0.0380 0.0073
C -2.1189 2.0106 -0.0012 -0.1950 -0.0523 0.1325
H 3.1705 1.1721 1.9626 -0.0046 -0.0096 -0.0267
H -3.1340 -0.6692 0.3086 0.0142 0.0378 0.0096
H 0.4139 3.0925 3.2107 0.0014 -0.0087 0.0264
C 2.6271 -4.8294 0.3818 -0.0120 -0.0043 0.0194
H 1.4870 0.6415 3.2767 0.0199 0.0260 0.0066
C 0.4999 -5.3070 -0.6566 -0.0130 -0.0040 0.0212
C 0.0826 2.0926 2.8927 0.0467 -0.0163 -0.1754
```
Forces are in eV/Å.

Atomic partial charges in e from the Löwdin method, atoms 1 to 2: 0.1158 -0.0716


Among the records above, which one has the highest net charge?
C27H27FN7Pt


The lowest net charge belongs to which entry?
C27H26NO4RuSi2